1.
Density functional theory data (wB97M-V/def2-TZVPD) for a cluster of 14 separate species, H28O14 in total.

```
42
Properties=species:S:1:pos:R:3:lowdin_charge:R:1
H 0.5635 0.7544 -0.9122 0.037
H 0.1444 0.0291 -2.1495 0.027
H -0.6011 -2.3102 3.1974 0.078
H 0.5446 -1.5911 2.3730 0.071
H 1.0083 2.6187 -0.0120 0.047
H -0.2690 2.2077 -0.5977 0.031
H -0.0933 -1.0226 -0.8286 0.023
H 0.0684 -1.8570 -2.0817 0.039
H -4.4557 0.1069 -1.4024 0.003
H -5.1200 0.3421 -0.1884 0.029
H 0.6949 0.2611 2.9386 0.020
H 0.1508 0.3785 1.6135 0.030
H -3.1003 -1.6021 -1.9682 -0.005
H -2.0379 -2.7010 -2.1102 0.036
H -2.3784 1.7605 1.0597 0.013
H -3.7700 2.2170 0.4157 0.048
H 2.5264 -0.9293 -1.4349 0.056
H 3.8010 -1.5554 -1.0960 0.048
H -0.0193 2.7103 1.8917 0.097
H -0.8755 1.5423 2.3922 0.107
H 5.3888 -0.6446 -1.2949 -0.008
H 4.1671 0.1506 -1.7671 0.055
H 2.0068 -2.4618 0.7709 -0.045
H 1.9419 -3.4790 1.7937 0.045
H 0.8497 4.4358 -1.2766 0.045
H 2.1479 3.8293 -1.1984 0.077
H -1.8562 -1.7071 -0.1717 -0.087
H -1.0912 -1.5471 1.0112 -0.026
O -0.1536 0.7249 -1.5675 -0.060
O -0.2561 -2.2138 2.3022 -0.061
O 0.2616 2.0036 0.1319 -0.163
O 0.1936 -1.9165 -1.1345 -0.050
O -4.6984 -0.3758 -0.6514 -0.013
O 0.8000 0.7797 2.1833 -0.025
O -2.9648 -2.5217 -1.8696 -0.026
O -2.7831 2.3723 0.4191 -0.095
O 3.2384 -0.8872 -0.7617 -0.084
O -0.7785 2.1794 1.5847 -0.202
O 4.8466 0.0450 -1.0922 -0.055
O 2.5333 -2.7870 1.4559 -0.040
O 1.4133 4.0820 -0.6292 0.008
O -1.9892 -1.4206 0.6617 -0.026
```

Summary:
LUMO ... -0.30 eV
Frontier orbital gap ... 7.51 eV
Maximum force ... 10.8 eV Å⁻¹
Total energy ... -1069.76859 Eh
ΔE to the lowest compared entry with this formula, charge and spin ... 1135.2 kJ/mol

***

2.
Density functional theory data (wB97M-V/def2-TZVPD) for a cluster of 3 separate species, C6H16O2 in total.

```
24
Properties=species:S:1:pos:R:3:lowdin_charge:R:1
C -0.6774 -0.5442 -2.0113 -0.076
C -0.6373 -1.2463 -0.5700 -0.160
C 0.6315 -0.9280 0.2481 -0.308
C 0.6828 -0.6751 1.5834 -0.132
C 1.9644 -0.5442 2.3167 -0.136
C 1.8133 -1.0693 -0.6096 -0.094
H -1.8155 -0.3446 -2.2704 0.107
H -0.3650 0.3988 -1.8496 -0.005
H -0.3908 -1.0401 -2.9047 0.055
H -0.7046 -2.2566 -0.5910 0.070
H -1.5096 -0.8034 -0.0466 0.083
H -0.1015 -0.8127 2.3332 0.111
H 2.1682 0.4920 2.7537 0.100
H 2.8373 -0.9464 1.7583 0.065
H 2.0408 -1.2696 3.1375 0.070
H 1.7256 -0.8458 -1.6564 0.052
H 2.6796 -0.3001 -0.3423 0.124
H 2.2803 -2.0694 -0.6198 0.097
H 0.3212 3.1535 -1.1533 -0.003
H -0.9959 2.5004 -1.5207 0.022
O -0.3499 3.1648 -1.7805 -0.021
H -3.4027 0.6762 0.5515 0.022
H -1.9932 0.8756 0.8902 -0.038
O -2.8298 0.9146 1.2538 -0.004
```

Summary:
LUMO ... 0.56 eV
Frontier orbital gap ... 9.67 eV
Maximum force ... 5.6 eV Å⁻¹
Total energy ... -388.59952 Eh
ΔE to the lowest compared entry with this formula, charge and spin ... 213.2 kJ/mol

***

3.
Density functional theory data (wB97M-V/def2-TZVPD) for a structure of composition C25H31N5OsP.

```
63
Properties=species:S:1:pos:R:3:mulliken_spin:R:1
Os 0.8975 0.1205 -0.4477 2.776
C 6.0277 -1.9930 -1.4738 0.000
N 5.0873 -0.9475 -1.0408 0.023
C 5.7183 0.2222 -0.4171 -0.001
C 3.7682 -0.9732 -1.1775 -0.002
N 2.9859 -0.0442 -0.6512 0.046
N 3.2344 -1.9912 -1.9446 0.003
C 1.9282 -2.2494 -2.3028 0.006
N 1.7896 -3.2015 -3.2290 0.021
N 0.9121 -1.6321 -1.7590 0.112
H 6.6895 -1.6040 -2.2458 0.001
H 5.5430 -2.8924 -1.8396 0.000
H 6.6294 -2.2934 -0.6176 0.001
H 6.7942 0.0876 -0.4489 0.000
H 5.4356 0.3227 0.6328 0.000
H 5.4750 1.1335 -0.9646 0.000
H 3.5249 0.6704 -0.1838 -0.018
H 3.9140 -2.5538 -2.4271 0.001
H 2.5692 -3.6763 -3.6545 0.001
H 0.8758 -3.4444 -3.5757 -0.001
H 0.0203 -1.9386 -2.1315 -0.003
C 0.3282 2.0395 2.8914 -0.004
C -0.8822 1.2710 3.2325 0.203
C -1.3252 1.2997 4.5985 0.113
C -2.4890 0.7074 4.9726 0.079
C -3.2720 0.0549 3.9898 0.242
C -2.8376 -0.0175 2.6337 0.157
C -1.6650 0.5596 2.2427 0.033
P -1.2442 0.4967 0.4526 -0.006
C -2.3033 -0.7691 -0.2749 0.062
C -3.2600 -0.3674 -1.2129 0.013
C -4.0536 -1.3091 -1.8457 -0.003
C -3.8856 -2.6528 -1.5471 0.016
C -2.9318 -3.0545 -0.6194 -0.005
C -2.1205 -2.1337 0.0345 -0.003
C -1.1354 -2.6333 1.0627 0.018
C -1.6879 2.1207 -0.1572 -0.007
C -2.7807 2.8647 0.2865 -0.019
C -2.9660 4.1499 -0.1937 -0.002
C -2.0481 4.6849 -1.0904 0.003
C -0.9583 3.9404 -1.5248 0.021
C -0.7686 2.6438 -1.0673 -0.017
C 0.3627 1.7919 -1.5808 -0.002
H 0.9683 2.1742 3.7621 0.009
H 0.0283 3.0400 2.5438 0.043
H 0.8966 1.5818 2.0843 0.021
H -0.7241 1.8216 5.3325 -0.003
H -2.8213 0.7437 6.0020 0.007
H -4.2160 -0.3982 4.2705 -0.007
H -3.4482 -0.5454 1.9103 0.028
H -3.3831 0.6837 -1.4440 0.004
H -4.8009 -0.9953 -2.5618 0.000
H -4.4980 -3.3948 -2.0431 0.001
H -2.8237 -4.1083 -0.3913 0.000
H -0.8753 -3.6725 0.8713 0.002
H -1.5612 -2.5914 2.0688 0.003
H -0.2076 -2.0573 1.0810 0.002
H -3.4837 2.4499 1.0004 0.001
H -3.8153 4.7339 0.1336 0.000
H -2.1826 5.6961 -1.4524 0.000
H -0.2609 4.3733 -2.2326 0.001
H 1.2463 2.3842 -1.8161 0.008
H 0.0665 1.2709 -2.5030 0.024
```

Summary:
LUMO (spin up / spin down) ... -8.93 / -12.28 eV
Charge ... +3
Frontier orbital gap (spin up / spin down) ... 7.90 / 4.62 eV
Maximum force ... 1.1 eV Å⁻¹
Total energy ... -1676.05286 Eh
Spin multiplicity ... 5
ΔE to the lowest compared entry with this formula, charge and spin ... 45.6 kJ/mol

***

Copy entry 2 word for word.
Density functional theory data (wB97M-V/def2-TZVPD) for a cluster of 3 separate species, C6H16O2 in total.

```
24
Properties=species:S:1:pos:R:3:lowdin_charge:R:1
C -0.6774 -0.5442 -2.0113 -0.076
C -0.6373 -1.2463 -0.5700 -0.160
C 0.6315 -0.9280 0.2481 -0.308
C 0.6828 -0.6751 1.5834 -0.132
C 1.9644 -0.5442 2.3167 -0.136
C 1.8133 -1.0693 -0.6096 -0.094
H -1.8155 -0.3446 -2.2704 0.107
H -0.3650 0.3988 -1.8496 -0.005
H -0.3908 -1.0401 -2.9047 0.055
H -0.7046 -2.2566 -0.5910 0.070
H -1.5096 -0.8034 -0.0466 0.083
H -0.1015 -0.8127 2.3332 0.111
H 2.1682 0.4920 2.7537 0.100
H 2.8373 -0.9464 1.7583 0.065
H 2.0408 -1.2696 3.1375 0.070
H 1.7256 -0.8458 -1.6564 0.052
H 2.6796 -0.3001 -0.3423 0.124
H 2.2803 -2.0694 -0.6198 0.097
H 0.3212 3.1535 -1.1533 -0.003
H -0.9959 2.5004 -1.5207 0.022
O -0.3499 3.1648 -1.7805 -0.021
H -3.4027 0.6762 0.5515 0.022
H -1.9932 0.8756 0.8902 -0.038
O -2.8298 0.9146 1.2538 -0.004
```

Summary:
LUMO ... 0.56 eV
Frontier orbital gap ... 9.67 eV
Maximum force ... 5.6 eV Å⁻¹
Total energy ... -388.59952 Eh
ΔE to the lowest compared entry with this formula, charge and spin ... 213.2 kJ/mol

***

- What is the maximum force in the first record?
  10.8 eV Å⁻¹

***

- What is the ΔE to the lowest compared entry with this formula, charge and spin in the second record?
  213.2 kJ/mol

***

- maximum force of number 2 (C6H16O2)?
  5.6 eV Å⁻¹